C29H40BN3O12 | ωB97M-V/def2-TZVPD

Computed properties:
max |F| = 0.05028 Eh/bohr
relative energy (zero: lowest compared OMol25 entry of this formula, charge and spin) = 0.0 kcal/mol
SMILES string = NCc1ccc2nccnc2c1B(O)O.O=C1CCCO1.O=C1CCCO1.O=C1CCCO1.O=C1CCCO1.O=C1CCCO1
gap between HOMO and LUMO = 0.307 Ha
lowest unoccupied orbital energy = -0.0024 hartree
E_HOMO = -8.42 eV

Bonds (Å) are listed after each position.
Atoms and positions in Å:
1 N -2.13 -1.59 3.29  C2 1.466, H16 1.012, H17 1.013
2 C -2.30 -2.29 2.02  N1 1.466, C3 1.517, H18 1.102, H19 1.096
3 C -1.52 -1.67 0.88  C2 1.517, C4 1.432, C12 1.364
4 C -0.82 -0.43 1.04  C3 1.432, C5 1.342, H20 1.087
5 C -0.12 0.11 0.03  C4 1.342, C6 1.418, H21 1.088
6 C -0.02 -0.52 -1.24  C5 1.418, N7 1.362, C11 1.405
7 N 0.71 0.12 -2.19  C6 1.362, C8 1.346
8 C 0.70 -0.58 -3.34  N7 1.346, C9 1.405, H22 1.089
9 C 0.00 -1.78 -3.52  C8 1.405, N10 1.311, H23 1.092
10 N -0.73 -2.38 -2.61  C9 1.311, C11 1.348
11 C -0.71 -1.72 -1.43  C6 1.405, N10 1.348, C12 1.436
12 C -1.46 -2.28 -0.34  C3 1.364, C11 1.436, B13 1.599
13 B -2.25 -3.65 -0.59  C12 1.599, O14 1.382, O15 1.398
14 O -1.65 -4.72 -1.24  B13 1.382, H24 0.966
15 O -3.57 -3.77 -0.17  B13 1.398, H25 0.965
16 H -2.33 -2.21 4.06  N1 1.012
17 H -1.19 -1.24 3.39  N1 1.013
18 H -1.98 -3.35 2.10  C2 1.102
19 H -3.36 -2.30 1.75  C2 1.096
20 H -0.84 0.11 1.99  C4 1.087
21 H 0.40 1.06 0.17  C5 1.088
22 H 1.28 -0.19 -4.18  C8 1.089
23 H 0.05 -2.25 -4.51  C9 1.092
24 H -1.55 -5.47 -0.65  O14 0.966
25 H -4.12 -3.18 -0.71  O15 0.965
26 O 0.11 -4.66 1.51  C27 1.201
27 C 1.17 -4.96 1.05  O26 1.201, O28 1.348, C31 1.514
28 O 2.34 -4.46 1.51  C27 1.348, C29 1.443
29 C 3.43 -4.93 0.69  O28 1.443, C30 1.519, H32 1.087, H33 1.089
30 C 2.91 -6.20 0.03  C29 1.519, C31 1.525, H34 1.089, H35 1.092
31 C 1.43 -5.90 -0.11  C27 1.514, C30 1.525, H36 1.092, H37 1.088
32 H 3.67 -4.15 -0.04  C29 1.087
33 H 4.30 -5.11 1.32  C29 1.089
34 H 3.41 -6.42 -0.91  C30 1.089
35 H 3.05 -7.05 0.70  C30 1.092
36 H 1.20 -5.37 -1.04  C31 1.092
37 H 0.82 -6.80 -0.03  C31 1.088
38 O 3.35 -2.71 -1.70  C39 1.199
39 C 4.08 -1.77 -1.87  O38 1.199, O40 1.354, C43 1.511
40 O 5.39 -1.78 -1.51  C39 1.354, C41 1.436
41 C 5.96 -0.48 -1.74  O40 1.436, C42 1.518, H44 1.092, H45 1.088
42 C 5.06 0.16 -2.79  C41 1.518, C43 1.529, H46 1.089, H47 1.092
43 C 3.69 -0.44 -2.46  C39 1.511, C42 1.529, H48 1.089, H49 1.079
44 H 5.96 0.08 -0.80  C41 1.092
45 H 6.98 -0.59 -2.09  C41 1.088
46 H 5.08 1.25 -2.76  C42 1.089
47 H 5.37 -0.16 -3.78  C42 1.092
48 H 3.16 0.14 -1.71  C43 1.089
49 H 3.08 -0.57 -3.34  C43 1.079
50 O -1.53 2.65 0.96  C51 1.197
51 C -2.19 3.13 0.08  O50 1.197, O52 1.352, C55 1.515
52 O -1.93 4.34 -0.47  C51 1.352, C53 1.441
53 C -2.96 4.68 -1.41  O52 1.441, C54 1.521, H56 1.086, H57 1.084
54 C -3.59 3.36 -1.81  C53 1.521, C55 1.524, H58 1.089, H59 1.093
55 C -3.44 2.54 -0.53  C51 1.515, C54 1.524, H60 1.091, H61 1.088
56 H -3.67 5.35 -0.92  C53 1.086
57 H -2.52 5.20 -2.26  C53 1.084
58 H -4.62 3.46 -2.15  C54 1.089
59 H -3.01 2.90 -2.61  C54 1.093
60 H -4.27 2.68 0.15  C55 1.091
61 H -3.30 1.48 -0.74  C55 1.088
62 O -0.24 -2.04 9.19  C63 1.195
63 C 0.01 -1.97 8.02  O62 1.195, O64 1.359, C67 1.518
64 O 0.54 -0.86 7.44  C63 1.359, C65 1.437
65 C 0.62 -1.05 6.02  O64 1.437, C66 1.516, H68 1.093, H69 1.088
66 C 0.63 -2.56 5.82  C65 1.516, C67 1.523, H70 1.090, H71 1.092
67 C -0.23 -3.04 6.98  C63 1.518, C66 1.523, H72 1.091, H73 1.086
68 H -0.24 -0.58 5.55  C65 1.093
69 H 1.53 -0.59 5.64  C65 1.088
70 H 0.27 -2.86 4.84  C66 1.090
71 H 1.65 -2.94 5.93  C66 1.092
72 H -1.29 -3.06 6.72  C67 1.091
73 H 0.09 -4.02 7.34  C67 1.086
74 O -3.37 7.53 -1.48  C75 1.197
75 C -2.58 7.94 -2.28  O74 1.197, O76 1.356, C79 1.515
76 O -1.36 7.38 -2.48  C75 1.356, C77 1.438
77 C -0.61 8.17 -3.42  O76 1.438, C78 1.520, H80 1.092, H81 1.088
78 C -1.65 8.94 -4.22  C77 1.520, C79 1.525, H82 1.089, H83 1.092
79 C -2.75 9.15 -3.18  C75 1.515, C78 1.525, H84 1.091, H85 1.087
80 H 0.07 8.82 -2.87  C77 1.092
81 H -0.01 7.50 -4.05  C77 1.088
82 H -1.26 9.86 -4.64  C78 1.089
83 H -2.03 8.32 -5.03  C78 1.092
84 H -2.58 10.05 -2.59  C79 1.091
85 H -3.73 9.17 -3.63  C79 1.087